Record 1
Below is a 7-piece molecular cluster, H15NO6 overall at a distorted geometry, with properties calculated with ωB97M-V with the def2-TZVPD basis set.

Results
HOMO: -11.1 eV
E_tot: -14018.8542 eV
Strongest force on any atom: 0.0354 hartree/bohr
ΔE to the lowest compared entry with this formula, charge and spin: 22.65 kcal/mol
SMILES: N.O.O.O.O.O.O
Kohn-Sham gap: 11.565 eV

Structure (ORCA input):
```
! wB97M-V def2-TZVPD RIJCOSX def2/J DEFGRID3
* xyz 0 1
O -1.9009 0.3325 -0.6997
O -2.6821 3.2907 0.2392
O -0.0440 -1.8529 1.3346
O -0.1345 -0.0539 -3.4166
O 1.5140 0.6414 -0.0712
O -0.1154 3.0891 1.1661
N 2.5661 -3.6188 0.7384
H -0.2840 -0.9923 -3.3065
H -0.2138 -1.1958 1.9860
H 3.3216 -4.0667 0.2529
H 1.9820 -0.0552 0.3781
H 0.7753 0.3361 -0.5752
H 0.8925 -2.1196 1.4033
H 0.7872 3.3190 1.3952
H -0.7645 0.3077 -2.7672
H -0.0239 2.3829 0.5343
H -1.8420 3.7768 0.3167
H -2.2455 1.1380 -0.2994
H -2.8996 3.1468 1.1888
H -2.6706 -0.2077 -0.8071
H 2.0031 -3.2087 -0.0117
H 1.9790 -4.3895 1.0209
*
```

---

Record 2
Below is C17H41AlN2O5P as an isolated structure at a distorted geometry, with properties calculated with ωB97M-V with the def2-TZVPD basis set.

Results
HOMO: -3.2 eV
E_tot: -47390.5894 eV
Strongest force on any atom: 0.1867 hartree/bohr
Kohn-Sham gap: 5.338 eV

Structure (ORCA input):
```
! wB97M-V def2-TZVPD RIJCOSX def2/J DEFGRID3
* xyz -1 1
P 0.4054 -3.4787 -5.8826
Al -0.4880 -2.4768 -3.9310
O -3.3835 -4.0967 -2.6151
O 2.1725 -3.2932 -5.8483
O 2.3155 1.9893 -0.4758
O -2.0782 -1.6301 -4.4909
O 0.1473 3.4279 4.5992
N 0.4891 4.1551 0.0453
N -2.1951 2.4458 5.9580
C 2.4370 4.5536 1.4590
C 0.9492 -1.1662 -3.2777
C 1.1660 3.9251 5.4535
C -3.0860 -1.6139 -3.4181
C -0.9872 1.6096 5.8897
C -0.0308 -5.3439 -5.9204
C 1.6355 -5.1411 -1.7944
C -0.2801 1.6502 7.2433
C 3.6778 2.3729 -0.5842
C -5.4224 -2.5523 -2.5472
C 1.3990 -3.8392 -1.2645
C 1.2894 3.5953 1.1448
C -0.0795 2.0194 4.7064
C -4.0146 -2.9820 -3.3412
C 0.6158 -2.4248 -0.8349
C 1.1545 -1.1100 -1.6523
C 1.7564 2.1548 0.8307
H -1.0972 -5.4658 -5.4166
H 1.9781 3.2055 5.5928
H -3.8429 -0.7247 -3.6516
H 0.6529 -0.1317 -1.1914
H 0.5799 -0.0781 -3.6018
H -0.1531 2.6674 7.6231
H -0.8634 1.1006 7.9926
H -0.5873 1.7321 3.7786
H 2.0514 5.4644 1.9339
H -5.6053 -3.2196 -1.5838
H 1.5792 4.8297 4.9997
H 0.8758 1.5030 0.8582
H 0.7549 -5.8931 -5.2197
H 1.6693 -6.2502 -2.2349
H -0.3284 3.5602 -0.0978
H -5.3952 -1.4359 -2.1927
H -3.7023 -4.9265 -3.0891
H 2.5477 -3.5566 -6.7477
H 4.2414 2.1638 0.3297
H 4.1265 1.8069 -1.4047
H -2.7134 2.3408 5.0846
H -2.5844 -1.4544 -2.3568
H -1.2977 0.5714 5.7197
H 0.7072 1.1814 7.1833
H 0.6566 3.5465 2.0394
H -4.3686 -3.2838 -4.4358
H 0.9253 -2.2562 0.3054
H 2.9818 4.8678 0.5648
H 1.9368 -1.3544 -3.8916
H 0.7376 4.2095 6.4165
H 0.0028 -5.7621 -7.0144
H 1.0293 4.0333 -0.8160
H 2.4443 1.7782 1.5976
H -0.8306 -3.6536 -2.9310
H -6.3270 -2.7219 -3.2750
H 0.8717 1.4732 4.7205
H -0.5505 -2.5317 -0.8340
H -1.8893 3.4228 5.9408
H 3.1506 4.0960 2.1515
H 3.7464 3.4316 -0.8421
H 2.3238 -1.0362 -1.4554
*
```

---

Record 3
Below is a 2-piece molecular cluster, CH4BrFSi overall at a distorted geometry, with properties calculated with ωB97M-V with the def2-TZVPD basis set.

Results
HOMO: -9.3 eV
E_tot: -81738.8445 eV
Strongest force on any atom: 0.0560 hartree/bohr
ΔE to the lowest compared entry with this formula, charge and spin: 83.19 kcal/mol
Kohn-Sham gap: 7.897 eV

Structure (ORCA input):
```
! wB97M-V def2-TZVPD RIJCOSX def2/J DEFGRID3
* xyz 0 1
Br 2.3692 0.4183 0.6471
Si 0.2930 1.6968 0.1088
F -0.3649 -1.4126 2.2824
C -0.5259 0.3141 -1.1364
H -0.5470 -0.6025 -0.4980
H -1.6631 0.4540 -1.2202
H -0.0070 0.3879 -2.1428
H 0.4456 -1.2560 1.9593
*
```

---

Record 4
Below is an isolated molecule of C5H7NO, with properties calculated with ωB97M-V with the def2-TZVPD basis set.

Results
HOMO: -8.7 eV
E_tot: -8835.9793 eV
Strongest force on any atom: 0.0086 hartree/bohr
ΔE to the lowest compared entry with this formula, charge and spin: 5.15 kcal/mol
SMILES: C[C@H]1C=CNC1=O
Kohn-Sham gap: 9.572 eV

Structure (ORCA input):
```
! wB97M-V def2-TZVPD RIJCOSX def2/J DEFGRID3
* xyz 0 1
O 1.7270 1.5105 0.4774
N -0.5643 1.7230 0.2228
C 0.3264 -0.3400 -0.3717
C 1.1220 -1.4763 0.2489
C -1.1795 -0.3873 -0.2951
C 0.6479 1.0508 0.1759
C -1.6302 0.8351 -0.0089
H -0.6059 2.7207 0.1071
H 0.6109 -0.2530 -1.4347
H 0.8028 -2.4360 -0.1707
H -2.6490 1.1769 0.1296
H 0.9861 -1.5094 1.3333
H -1.7815 -1.2721 -0.4549
H 2.1872 -1.3429 0.0407
*
```

---

Record 5
Below is F24InNO3P4 as an isolated structure at a distorted geometry, with properties calculated with ωB97M-V with the def2-TZVPD basis set.

Results
HOMO: -7.6 eV
E_tot: -115192.2158 eV
Strongest force on any atom: 0.0553 hartree/bohr
ΔE to the lowest compared entry with this formula, charge and spin: 217.66 kcal/mol
Kohn-Sham gap: 1.408 eV

Structure (ORCA input):
```
! wB97M-V def2-TZVPD RIJCOSX def2/J DEFGRID3
* xyz -2 1
In 1.0571 0.0351 1.2571
P -3.7607 -0.0030 5.6777
P -2.4365 4.0541 -2.2200
P 4.3541 -0.9753 -4.1629
P -0.8427 -5.7883 -0.9382
F -3.9852 4.5344 -2.1219
F -4.7273 0.6336 4.5119
F -2.6522 2.4081 -2.0524
F -3.2777 -1.0645 4.5341
F 0.4916 -5.0768 -0.3500
F 4.5576 -1.2961 -2.6348
F -0.9428 3.6489 -2.4424
F -1.9535 4.0851 -0.5965
F -2.6670 3.8815 -3.8782
F 4.0556 0.5126 -3.6467
F -4.1966 1.1453 6.7669
F 4.4786 -2.4144 -4.8608
F 5.9196 -0.5996 -4.2095
F 4.1141 -0.4301 -5.6488
F -1.2678 -4.2484 -1.1411
F -2.2460 -6.2303 -1.5983
F -0.3530 -7.3437 -0.6589
F -2.4887 0.9080 5.2313
F 0.0128 -5.8417 -2.3616
F -4.8394 -1.1045 6.1728
F -1.5264 -5.5296 0.5324
F -2.0787 5.6021 -2.3924
F 2.7047 -1.3280 -3.9348
F -2.9060 -0.8209 6.8083
O 3.2722 4.4006 3.0557
O 4.9466 5.6669 3.0238
O 4.8337 3.8692 1.7358
N 4.3501 4.7097 2.5424
*
```

---

Record 6
Below is a 4-piece molecular cluster, C3H15NO3 overall at a distorted geometry, with properties calculated with ωB97M-V with the def2-TZVPD basis set.

Results
HOMO: -9.5 eV
E_tot: -10986.6132 eV
Strongest force on any atom: 0.0595 hartree/bohr
ΔE to the lowest compared entry with this formula, charge and spin: 23.00 kcal/mol
SMILES: CCCN.O.O.O
Kohn-Sham gap: 10.310 eV

Structure (ORCA input):
```
! wB97M-V def2-TZVPD RIJCOSX def2/J DEFGRID3
* xyz 0 1
O -2.3922 -0.7538 0.1476
O -1.3524 1.3177 1.6953
O -1.0690 -0.1621 -2.1869
N 0.6685 1.4695 -0.4826
C 1.2825 -1.8540 0.7167
C 1.9051 -0.4598 0.7618
C 1.7684 0.4490 -0.5507
H -1.8233 -1.0540 -0.5096
H -3.2843 -0.9320 -0.1981
H 2.9651 -0.4696 0.9085
H 0.2934 -1.7637 0.1918
H 1.1500 -2.2776 1.7147
H -1.7646 0.6696 1.1689
H 2.7398 1.0366 -0.7167
H 1.5424 -0.3219 -1.3375
H 0.9629 2.4382 -0.7830
H -0.4850 0.3111 -1.6004
H 1.8368 -2.5395 0.1318
H 1.5546 0.1671 1.5838
H -0.6801 0.0621 -3.0388
H -1.3720 0.8434 2.5372
H 0.4575 1.5184 0.5095
*
```

---

Record 7
Below is C45H60As3KN2P2S5 as an isolated structure at a distorted geometry, with properties calculated with ωB97M-V with the def2-TZVPD basis set.

Results
HOMO: -0.6 eV
E_tot: -322217.0528 eV
Strongest force on any atom: 0.0386 hartree/bohr
ΔE to the lowest compared entry with this formula, charge and spin: 0.00 kcal/mol
Kohn-Sham gap: 4.009 eV

Structure (ORCA input):
```
! wB97M-V def2-TZVPD RIJCOSX def2/J DEFGRID3
* xyz -2 1
As 3.1542 -0.1916 -2.9240
As -0.8314 3.4558 1.7620
As -1.8824 3.0443 -1.5902
K 0.3454 0.4353 -0.5779
S 2.5147 -1.3265 -1.2157
S 2.8458 -1.3465 -4.6930
S 1.8632 1.5560 -2.9975
S 5.1550 0.4909 -2.5230
S -1.8965 -1.3103 -1.6154
P 3.1789 0.2163 2.3533
P -0.1076 -0.7531 2.7999
N -0.6031 -3.4209 -2.3819
N -0.4471 -1.6004 -3.8594
C -3.9299 -2.1203 -6.8957
C 1.0059 -0.2703 4.2152
C -0.8349 -3.3345 3.7999
C -1.7968 -0.3685 3.3595
C -3.5790 5.3234 -0.9256
C -0.7623 -4.7548 3.7904
C -4.1998 6.0280 1.2766
C -1.8577 -1.0415 -5.8344
C 0.5474 -4.6970 1.7829
C -0.8665 -2.1145 -2.6687
C -3.3005 -1.5368 -5.6267
C 5.0924 3.7648 1.7296
C -3.2975 5.1155 1.8329
C -2.8262 -0.5423 2.4059
C 0.3802 -4.2605 -3.0068
C 4.6684 2.4458 1.6827
C -1.4172 -6.1224 -3.5298
C 3.8817 4.0658 3.7978
C 6.9802 -1.2084 3.1189
C -3.4015 0.5630 4.9035
C -1.3140 4.2135 -3.0569
C 5.2043 -1.0583 0.9481
C 3.4895 2.7274 3.7639
C -0.1980 -2.6031 2.8066
C -2.4014 4.4289 0.9965
C -4.4240 0.4022 3.9548
C -3.6197 2.5306 -2.3973
C -1.1208 -0.5475 -4.5899
C 5.7352 -0.5830 3.3000
C -0.0348 -5.7663 -3.0077
C 4.8120 -0.5951 2.2235
C 3.8111 1.8937 2.6663
C -4.1227 -0.1329 2.6738
C -2.0929 0.1017 4.6366
C -2.6478 4.4466 -0.3889
C -0.0807 -5.4492 2.7989
C 4.7045 4.6062 2.7817
C -1.7973 -5.3830 -4.8268
C -4.3221 6.1777 -0.0932
C -0.8068 4.4547 3.4930
C 7.3293 -1.7126 1.8596
C 0.4626 -3.3204 1.7507
C 6.4725 -1.5723 0.7671
C 2.4967 -0.4690 3.9658
C 0.5786 4.6038 0.9846
H 5.4694 0.0007 4.2177
H -1.4540 -7.1962 -3.7333
H -2.8254 -5.5596 -5.1308
H 0.4990 -3.9019 -4.0466
H 0.7199 -6.2558 -3.6110
H -0.7577 5.5289 3.3491
H 1.1134 -5.2345 1.0170
H -3.3792 -2.9826 -7.3099
H 0.5273 -1.8051 -4.1465
H 0.6069 4.3985 -0.0864
H 5.0014 5.6485 2.8174
H -0.3625 0.2447 -4.8502
H 1.5744 4.2613 1.3590
H -3.3633 -2.2037 -4.7440
H 0.1236 -6.2276 -2.0227
H -4.8876 -0.2991 1.9371
H -1.3208 0.1546 5.4243
H 7.6829 -1.2886 3.9430
H 0.8328 0.7928 4.3735
H -2.5554 -1.0322 1.4736
H 6.8056 -1.9251 -0.2040
H 1.3460 -4.1517 -2.4940
H -4.9597 -2.4348 -6.7586
H -2.1341 -5.9974 -2.7167
H -4.9845 6.9088 -0.5404
H -1.3834 -2.8197 4.6328
H -1.7545 3.9542 -4.0089
H 3.6270 4.6696 4.6544
H -4.3356 3.3406 -2.3406
H -1.4842 5.2651 -2.8702
H -3.6737 5.3766 -2.0311
H -1.2132 -5.2899 4.6193
H -1.8638 -0.2140 -6.5820
H -1.1481 -5.6608 -5.6710
H 2.7211 -1.5527 3.8831
H -3.6118 0.9763 5.8756
H -5.4187 0.7872 4.2226
H -0.0796 -6.5212 2.7263
H 0.4329 5.6710 1.1429
H 0.9015 -2.7382 0.9350
H -1.6933 4.2190 4.1093
H -3.9302 -1.4016 -7.7131
H -0.2302 4.0052 -3.0755
H -1.7101 -4.2826 -4.6950
H -1.2729 -1.8753 -6.2576
H -4.0374 1.7017 -1.7651
H 4.4519 -1.0139 0.1434
H -1.8241 -0.0893 -3.8945
H 4.9991 1.8297 0.8302
H 5.7133 4.1569 0.9262
H 3.0971 -0.0982 4.8177
H 0.1111 4.1433 4.0516
H -3.2719 4.9083 2.9082
H -3.4633 2.1114 -3.3850
H 3.0009 2.2344 4.6391
H 8.2924 -2.2149 1.7559
H -3.8935 -0.6487 -5.3885
H 0.6814 -0.7389 5.1657
H -1.1147 -3.7870 -1.6084
H -4.8287 6.5749 1.9748
*
```

---

Record 8
Below is a 5-piece molecular cluster, C31H60FN7O5S overall, with properties calculated with ωB97M-V with the def2-TZVPD basis set.

Results
HOMO: -8.8 eV
E_tot: -67338.1119 eV
Strongest force on any atom: 0.0177 hartree/bohr
SMILES: CCSCc1ccc2ncc(CCCF)nc2c1OC#N.COC[C@@H](C)N.COC[C@@H](C)N.COC[C@@H](C)N.COC[C@@H](C)N
Kohn-Sham gap: 8.241 eV

Structure (ORCA input):
```
! wB97M-V def2-TZVPD RIJCOSX def2/J DEFGRID3
* xyz 0 1
S 3.4281 0.3687 0.9356
F -5.1924 -1.6265 2.4094
O 4.3632 -8.9751 -0.8297
O 0.8281 -1.0936 1.4998
O 2.3998 -0.0286 -4.0679
O -0.8510 5.3388 -0.7663
O -3.5489 3.5375 2.6999
N -1.7552 -1.2507 0.6157
N -5.9067 5.1591 2.2158
N 2.8325 -6.7130 -1.8110
N -2.3716 7.6344 -1.6785
N -3.1682 1.1157 -0.1031
N -0.1643 -2.3148 3.3731
N 3.7297 -1.4453 -1.9092
C 2.3876 -0.6948 -5.3148
C -4.7190 2.9707 2.1364
C 0.1529 0.0982 1.1262
C -0.5738 6.6351 -0.2720
C -3.7176 -2.5927 0.2142
C 0.3190 -1.6744 2.5442
C 5.2553 -9.5545 -1.7615
C -6.5311 3.4939 3.8779
C -3.0026 -1.2710 0.2395
C 1.6572 -0.6560 -3.0397
C 0.0851 4.8274 -1.6986
C 2.3746 -1.8122 -2.3308
C -3.6914 -3.2874 1.5767
C -6.0195 3.7172 2.4580
C 3.8792 -0.9399 2.1194
C -1.1765 -0.0178 0.6726
C -4.0445 -2.3652 2.7243
C 2.2222 1.4641 1.7186
C 4.2312 -6.5582 -1.4007
C -1.8621 1.1459 0.3064
C -0.0724 7.9763 -2.3995
C -3.7012 -0.0729 -0.1034
C 0.0896 2.4681 0.8378
C -0.9947 7.7819 -1.1999
C 0.7991 1.2970 1.2242
C 2.4329 -3.1035 -3.1405
C -3.3062 3.2088 4.0531
C 4.6779 -7.6563 -0.4270
C -1.1961 2.3863 0.3941
C 3.5400 -0.6468 3.5796
C 5.1006 -6.4424 -2.6488
H -6.7776 3.3253 1.7729
H 1.1026 5.1534 -1.4592
H 2.2341 1.4115 2.8077
H -5.0887 5.4936 2.7184
H 4.1448 -7.5095 0.5160
H -0.2568 7.2352 -3.1770
H -5.6845 5.3178 1.2373
H 3.1836 -1.4404 -5.3806
H 4.2241 -1.0828 -2.7204
H -0.1558 5.1180 -2.7236
H 1.7952 -2.0207 -1.4243
H 1.4743 -3.3173 -3.6181
H -3.6256 2.1869 4.2805
H -3.0064 7.6269 -0.8855
H 2.5393 2.4735 1.4625
H 4.0361 -1.3399 4.2535
H -4.7940 1.9088 2.4093
H 2.7089 -7.6612 -2.1564
H -2.6882 -3.6707 1.7819
H 3.2009 -3.0679 -3.9142
H 6.2854 -9.2306 -1.5846
H -0.9499 8.6966 -0.6009
H -4.2587 -2.9272 3.6336
H 4.9216 -5.4851 -3.1383
H 1.4228 -1.1758 -5.5026
H 3.3781 -1.8517 1.7974
H 0.6780 -0.9769 -3.4224
H 1.4713 0.1286 -2.2997
H 0.4876 6.7171 0.0008
H -4.7478 -0.1539 -0.3799
H -1.1494 6.7179 0.6538
H 0.0400 3.7410 -1.6447
H 2.2359 -6.6672 -0.9897
H -4.5612 3.0077 1.0570
H -0.2420 8.9562 -2.8446
H -4.3476 -4.1594 1.5753
H -1.7389 3.2805 0.1147
H 5.7507 -7.5730 -0.2060
H -2.2313 3.2840 4.2211
H 2.5616 0.0533 -6.0882
H 0.9778 7.9150 -2.1071
H 6.1620 -6.5009 -2.3998
H -2.4633 6.7072 -2.0853
H -6.4637 2.4418 4.1618
H 4.8737 -7.2225 -3.3757
H -5.9754 4.0838 4.6069
H -7.5754 3.7969 3.9507
H -3.2352 -3.2300 -0.5305
H 4.3134 -5.6103 -0.8592
H 3.6516 -0.6530 -1.2769
H -3.2280 -1.6738 2.9378
H 5.2029 -10.6358 -1.6364
H 4.9558 -1.0665 2.0268
H -3.8034 3.9048 4.7333
H 3.8324 0.3767 3.8237
H 2.4604 -0.6903 3.7292
H 2.6721 -3.9452 -2.4906
H -4.7433 -2.4431 -0.1228
H 0.5924 3.4228 0.9134
H 4.9719 -9.3197 -2.7903
*
```